Entry 1:
73
Properties=species:S:1:pos:R:3:lowdin_spin:R:1 method="wB97M-V/def2-TZVPD" s2=15.7593 multiplicity=8 e_above_lowest_kcal_mol=48.2 lumo_ev="1.86 / 1.86" total_charge=-1 homo_lumo_gap_ha="0.196 / 0.197" homo_ev="-3.467 / -3.491"
Eu 1.43 -0.06 0.37 7.028
Br -2.16 2.56 -2.53 0.000
C -0.54 3.56 -3.17 0.000
Br 1.11 2.62 -2.76 0.001
H -0.56 4.60 -2.79 0.000
H -0.65 3.58 -4.22 0.000
F 1.27 -4.68 3.87 0.000
C 1.26 -4.00 2.68 0.000
F 0.06 -3.46 2.45 0.000
F 1.56 -4.87 1.68 0.000
S 2.54 -2.64 2.66 0.001
O 2.37 -2.12 1.27 -0.004
O 3.82 -3.17 3.00 0.000
N 2.03 -1.70 3.83 0.000
S 1.32 -0.31 3.48 0.001
O 2.21 0.73 3.05 0.000
O 0.23 -0.44 2.45 -0.005
C 0.34 0.37 5.07 0.000
F -0.10 1.61 4.64 0.000
F 1.16 0.54 6.13 0.000
F -0.71 -0.40 5.41 0.000
N -8.15 -3.52 1.06 0.000
C -7.07 -3.28 0.75 0.000
C -5.72 -2.92 0.42 0.001
C -5.32 -1.61 0.59 0.000
C -4.05 -1.16 0.29 0.000
C -3.10 -2.08 -0.11 0.000
C -3.45 -3.45 -0.33 0.000
C -4.71 -3.87 0.03 0.000
C -1.79 -1.75 -0.49 0.001
C -0.57 -1.61 -0.65 -0.008
H -6.03 -0.88 1.05 0.000
H -3.88 -0.11 0.23 0.000
H -2.70 -4.20 -0.68 0.000
H -5.02 -4.93 0.00 0.000
O 2.35 -0.67 -1.71 -0.008
S 2.80 -1.93 -2.43 0.001
C 1.80 -1.78 -3.94 0.000
C 0.50 -2.59 -3.78 0.000
C 0.52 -3.35 -2.42 -0.001
C 1.94 -3.55 -2.05 0.000
H 2.42 -2.28 -4.77 0.000
H 1.59 -0.69 -4.17 0.000
H 0.31 -3.27 -4.64 0.000
H -0.35 -1.85 -3.76 0.000
H -0.14 -4.22 -2.47 0.000
H -0.04 -2.78 -1.52 0.000
H 2.41 -4.33 -2.68 0.000
H 2.15 -3.88 -1.02 0.000
Te 4.77 0.64 -0.38 -0.006
C 4.75 2.04 -1.85 0.000
C 5.04 3.40 -1.62 -0.001
C 5.16 4.08 -2.86 0.000
C 5.25 3.24 -3.94 -0.001
S 4.86 1.55 -3.57 0.000
H 5.05 3.82 -0.63 0.000
H 5.14 5.16 -3.06 0.000
H 5.52 3.46 -4.96 0.000
N 0.44 4.58 1.59 0.000
C 1.14 3.49 1.23 0.001
N 0.41 2.40 1.08 -0.005
C -0.89 2.75 1.38 0.000
C -2.05 2.00 1.49 0.000
C -3.26 2.61 1.80 0.000
C -3.34 4.00 2.09 0.000
C -2.15 4.77 2.01 0.000
C -0.94 4.20 1.66 0.000
H 0.97 5.43 1.90 0.000
H 2.24 3.55 1.16 0.000
H -2.12 0.90 1.39 0.000
H -4.09 1.95 2.01 0.000
H -4.32 4.39 2.43 0.000
H -2.25 5.81 2.29 0.000

=====

Entry 2:
59
Properties=species:S:1:pos:R:3:nbo_charge:R:1 method="wB97M-V/def2-TZVPD" multiplicity=1 e_above_lowest_kcal_mol=2.1 lumo_ev=-0.65 smiles="O=C(Nc1ccc2c(=O)cc(-c3nnn[nH]3)oc2c1)c1ccc(OCCCCc2ccccc2)cc1" homo_lumo_gap_ha=0.306 homo_ev=-8.983
O -6.08 -0.24 1.58 -0.566
C -5.04 -0.32 0.97 0.676
N -4.62 -1.53 0.44 -0.624
C -3.36 -1.88 -0.01 0.202
C -2.22 -1.34 0.58 -0.308
C -0.96 -1.72 0.13 0.403
C -0.81 -2.64 -0.92 -0.264
C -1.97 -3.18 -1.48 -0.068
C -3.22 -2.82 -1.03 -0.278
H -4.10 -3.26 -1.47 0.220
H -1.85 -3.90 -2.28 0.235
C 0.53 -3.04 -1.38 0.514
O 0.71 -3.76 -2.34 -0.553
C 1.60 -2.49 -0.56 -0.331
C 1.34 -1.63 0.45 0.309
C 2.38 -1.11 1.32 0.259
N 3.62 -1.54 1.44 -0.260
N 4.17 -0.81 2.40 -0.051
N 3.36 0.04 2.87 -0.048
N 2.21 -0.11 2.22 -0.345
H 1.39 0.46 2.41 0.435
O 0.11 -1.18 0.77 -0.459
H 2.62 -2.79 -0.75 0.262
H -2.28 -0.65 1.40 0.238
H -5.33 -2.26 0.43 0.416
C -4.14 0.82 0.64 -0.186
C -3.63 1.65 1.62 -0.158
C -2.72 2.64 1.29 -0.265
C -2.35 2.84 -0.04 0.317
C -2.96 2.08 -1.04 -0.265
C -3.83 1.06 -0.69 -0.176
H -4.27 0.46 -1.47 0.222
H -2.76 2.26 -2.08 0.217
O -1.40 3.79 -0.25 -0.491
C -0.89 4.01 -1.55 -0.063
C -0.02 2.86 -2.07 -0.425
C 1.22 2.64 -1.21 -0.405
H 1.87 3.51 -1.28 0.204
H 0.92 2.52 -0.17 0.200
C 1.97 1.40 -1.69 -0.427
C 3.30 1.12 -1.02 0.064
C 3.80 1.88 0.03 -0.264
C 5.03 1.58 0.59 -0.201
C 5.78 0.52 0.11 -0.216
C 5.28 -0.25 -0.93 -0.182
C 4.05 0.05 -1.48 -0.254
H 3.67 -0.56 -2.29 0.210
H 5.85 -1.09 -1.30 0.214
H 6.73 0.29 0.55 0.218
H 5.41 2.18 1.40 0.216
H 3.23 2.71 0.43 0.208
H 1.33 0.52 -1.57 0.203
H 2.16 1.49 -2.76 0.212
H -0.60 1.94 -2.10 0.207
H 0.28 3.10 -3.09 0.213
H -1.72 4.21 -2.25 0.177
H -0.29 4.91 -1.46 0.199
H -2.28 3.27 2.05 0.229
H -3.91 1.50 2.65 0.229